1.
C26H48ClHfP as an isolated structure at a distorted geometry. Source: OMol25; level of theory: wB97M-V/def2-TZVPD.

Results
- Relative energy (zero: lowest compared OMol25 entry of this formula, charge and spin): 0.00 kcal per mole
- HOMO: -6.122 eV

Geometry as ORCA input:
```
! RIJCOSX wB97M-V def2-TZVPD def2/J DEFGRID3
* xyz 0 1
H 2.61676 2.00211 0.68254
H -1.17098 1.17474 -4.92114
C -0.79786 4.57146 -3.41846
H -1.77615 -1.99065 2.44096
C 4.78984 0.32345 -3.21586
H 4.02489 2.28306 -3.71417
C -0.79512 -2.09946 -6.07684
H 4.41008 1.03340 -1.21451
C -1.63946 -1.74957 -0.30093
C 2.41952 0.86708 -4.00603
H 0.36276 0.41446 -5.34345
H 4.24615 1.22765 -5.10797
H 2.28186 -0.12309 -4.46776
H -1.47306 -2.73277 -6.66762
Cl 0.42768 -0.13167 2.82425
C -2.20842 2.09092 -2.60258
H 4.87582 -0.64916 -3.71539
H -2.69287 -3.65462 -0.01766
C -0.58513 -2.73926 -4.69989
C 1.51982 2.12357 0.47056
H 1.04513 2.65076 1.34723
C 1.95327 0.83052 -2.53825
H 2.17697 1.81636 -2.09956
H -1.35194 -0.21025 -6.96857
H 1.18700 -1.65541 -4.05974
C -1.92610 -2.92736 1.92282
H -2.76886 5.44905 -3.34740
H -0.54873 5.08755 -2.48025
H -3.53378 -2.19114 0.63273
H -0.20002 -3.85748 2.75329
C -1.38487 -0.68696 -5.97796
H -1.90836 -1.90370 -1.42133
C -2.93220 3.44390 -2.56988
C -0.08386 3.20936 -3.43293
H -0.40855 5.19010 -4.23022
H 2.59309 -1.22019 -2.22195
C 4.24816 0.11789 -1.79775
C -2.32282 4.46172 -3.53996
H 0.20892 -2.33595 -2.76313
H 0.84443 -3.87204 0.16581
H 5.80859 0.73628 -3.16659
C -0.64957 0.20997 -4.97145
H -0.16626 2.76802 -4.43741
C -1.71667 -0.18963 -0.07104
C 2.74534 -0.22907 -1.75651
H -0.00443 -3.66573 -4.81059
C 0.42276 -3.05233 0.80191
H 1.40084 2.75068 -0.43471
H -1.56104 -3.01302 -4.27286
H -2.00886 0.89969 0.31919
C 0.15156 -1.81127 -3.72389
P 0.12790 0.60537 -2.19547
H -0.87771 -4.66554 1.37870
H 2.44715 -0.30364 -0.66946
H 1.83781 1.59593 -4.59204
H -2.59532 4.20647 -4.57090
H -2.63390 1.43562 -1.83235
H -3.98765 3.28526 -2.81641
H -2.66405 -3.46264 2.54973
H -2.75777 -0.24700 -0.61148
H -2.44441 -0.75725 -5.69272
C -0.02925 -1.88602 -0.09425
H -2.89584 3.84538 -1.54993
C -2.54935 -2.68152 0.51306
H -2.39607 1.59128 -3.56290
H 4.81747 -0.66870 -1.29235
C -0.55744 -0.45286 -3.58186
C 3.90694 1.24699 -4.06918
C -0.69446 2.27070 -2.38389
H 1.25633 -2.70118 1.42153
H -0.53314 2.73983 -1.39541
Hf 0.57832 0.19434 0.54587
H 0.99013 3.36613 -3.24254
C -0.65346 -3.67590 1.77515
H 0.14638 -2.07995 -6.62762
H 0.40111 -2.06340 -1.11826
H -1.58612 -0.62726 -3.22105
*
```

Taken from the Löwdin analysis, the atomic charges in e are: number 1, H, carries 0.004; number 2, H, carries 0.080; number 3, C, carries -0.193; number 4, H, carries 0.071; number 5, C, carries -0.197; number 6, H, carries 0.117; number 7, C, carries -0.204; number 8, H, carries 0.113; number 9, C, carries -0.398; number 10, C, carries -0.208; number 11, H, carries 0.096; number 12, H, carries 0.108; number 13, H, carries 0.099; number 14, H, carries 0.109; number 15, Cl, carries 0.050; number 16, C, carries -0.212; number 17, H, carries 0.113; number 18, H, carries 0.119; number 19, C, carries -0.189; number 20, C, carries -0.360; number 21, H, carries 0.001; number 22, C, carries -0.452; number 23, H, carries 0.088; number 24, H, carries 0.112; number 25, H, carries 0.098; number 26, C, carries -0.229; number 27, H, carries 0.109; number 28, H, carries 0.115; number 29, H, carries 0.108; number 30, H, carries 0.103; number 31, C, carries -0.189; number 32, H, carries 0.121; number 33, C, carries -0.192; number 34, C, carries -0.204; number 35, H, carries 0.107; number 36, H, carries 0.121; number 37, C, carries -0.190; number 38, C, carries -0.204; number 39, H, carries 0.081; number 40, H, carries 0.101; number 41, H, carries 0.112; number 42, C, carries -0.205; number 43, H, carries 0.097; number 44, C, carries -0.334; number 45, C, carries -0.224; number 46, H, carries 0.113; number 47, C, carries -0.243; number 48, H, carries -0.028; number 49, H, carries 0.116; number 50, H, carries 0.070; number 51, C, carries -0.207; number 52, P, carries 1.058; number 53, H, carries 0.099; number 54, H, carries 0.049; number 55, H, carries 0.095; number 56, H, carries 0.111; number 57, H, carries 0.075; number 58, H, carries 0.110; number 59, H, carries 0.112; number 60, H, carries 0.070; number 61, H, carries 0.116; number 62, C, carries -0.406; number 63, H, carries 0.115; number 64, C, carries -0.172; number 65, H, carries 0.100; number 66, H, carries 0.112; number 67, C, carries -0.388; number 68, C, carries -0.194; number 69, C, carries -0.420; number 70, H, carries 0.055; number 71, H, carries 0.098; number 72, Hf, carries 1.086; number 73, H, carries 0.107; number 74, C, carries -0.219; number 75, H, carries 0.109; number 76, H, carries 0.025; number 77, H, carries 0.106


2.
C26H48F2NNaO18 as an isolated structure at a distorted geometry. Source: OMol25; level of theory: wB97M-V/def2-TZVPD.

Results
- HOMO (spin up / spin down): -11.512 / -11.512 eV

Geometry as ORCA input:
```
! RIJCOSX wB97M-V def2-TZVPD def2/J DEFGRID3
* xyz 1 2
H 3.36195 -1.87876 2.08163
H 3.68715 0.16852 0.91666
C -1.56048 5.79436 -3.82359
C 0.17156 1.41540 -4.07519
C -0.01946 -6.12097 2.01066
H 0.56944 -4.09593 -0.84319
O 2.48837 -4.67956 -1.45349
C -0.39020 -2.49746 2.65063
H -6.83019 -1.87472 -0.26995
H -2.47426 1.26189 3.50536
H 2.02375 -2.12939 -0.59572
C 2.30754 -6.02535 -1.45384
O 3.70339 4.06478 -1.65339
H -4.86178 -0.29861 -0.06417
C -1.08618 4.31242 -3.57156
H -2.29660 -2.15196 3.76593
H -1.78665 -0.52742 -3.42936
C 0.80119 2.85589 -4.04288
O -3.81525 -1.14331 -1.69052
C -1.61884 -0.72056 -2.36982
N 0.32665 1.13672 0.57942
F 3.37339 1.31265 2.49242
C -3.34438 1.79226 3.89229
H -2.63316 5.78974 -4.01709
H 2.01799 -6.32307 -2.46162
O -3.78224 4.09903 3.96144
H -4.21881 1.16737 3.71064
C 4.13124 3.64741 -2.88561
O 1.59837 -4.37086 1.85826
C -5.90438 -2.06564 -0.81266
H -1.06630 6.21120 -4.70116
Na -1.80489 3.11869 -0.25724
H -3.14049 1.88470 4.95905
O 4.57715 4.31535 -3.81947
H 2.42918 1.45711 -1.77850
O -0.57964 1.30213 1.30197
H 1.01341 -1.72329 -2.02260
H -1.10535 -6.04713 2.06967
H 0.89637 -4.09879 -2.58045
H 0.24331 -6.54940 1.04345
C 1.32475 -3.88700 -1.60079
H 4.32671 -6.61826 -1.98170
C 3.94508 0.17746 1.97567
H -4.06702 5.45885 2.45749
H -5.36398 -2.80999 -0.22785
C -2.84151 -0.25487 -1.60393
H 1.14616 3.03326 -3.02424
H -2.54469 7.11926 3.62004
O 0.42131 1.94984 -0.37138
H 2.31478 -0.76614 3.07990
O -0.54055 -3.90532 2.57845
O -2.85447 3.31032 2.03978
H 2.69020 3.06037 -0.18650
O -1.54905 3.69166 -2.62334
C 3.45866 1.80016 -1.67567
H 0.39053 -2.16703 3.33575
H -1.54941 5.71053 3.20600
C -3.77000 5.43115 3.50588
H -0.00948 -2.11420 1.70391
H -1.24561 6.44567 -3.00827
C 5.40351 -0.67990 3.45092
O 1.15913 0.23670 0.73094
O 5.28933 0.10289 2.34262
O 4.02098 2.29065 -2.90566
C 0.45536 -4.66163 2.20361
C -5.02526 -0.83732 -0.99753
H -1.75956 -0.81203 2.71220
C 3.30728 -0.96712 2.67661
H -0.57925 1.38504 -3.28559
F 4.73343 2.70891 -0.07501
H 3.83159 -6.42844 -0.19636
C 1.74313 -2.41901 -1.60837
C 3.60266 2.98897 -0.77846
H -2.13316 5.92490 4.86712
H -6.18447 -2.55052 -1.74784
H 1.68591 2.95899 -4.67117
O 4.15713 -1.16337 3.77673
H -0.67815 -0.31827 -1.99383
C -2.38371 6.05895 3.81481
H 4.01115 0.94020 -1.29708
O -2.86854 0.76811 -1.04288
H -0.22193 1.12903 -5.05052
H -1.53033 -1.79879 -2.23683
H -2.43682 -2.24001 2.04199
H 3.43293 -7.82449 -1.18339
C 3.57058 -6.74347 -1.20666
H 1.55847 -6.26643 -0.69960
H -4.56140 5.98470 4.01123
O 6.40766 -0.85719 4.15097
H 0.26794 -6.74036 2.86028
O -0.08260 3.96497 -4.41052
H -5.62674 -0.14074 -1.58157
C -3.27286 3.16251 3.18752
H 2.57817 -2.33115 -2.30342
C -1.78088 -1.89419 2.84090
H 0.82504 0.61781 -3.72175
*
```

Taken from the Löwdin analysis, the atomic charges in e are: number 1, H, carries 0.147; number 2, H, carries 0.139; number 3, C, carries 0.043; number 4, C, carries -0.042; number 5, C, carries 0.036; number 6, H, carries 0.108; number 7, O, carries -0.141; number 8, C, carries -0.210; number 9, H, carries 0.085; number 10, H, carries 0.054; number 11, H, carries 0.058; number 12, C, carries -0.349; number 13, O, carries 0.142; number 14, H, carries 0.120; number 15, C, carries -0.443; number 16, H, carries 0.087; number 17, H, carries 0.104; number 18, C, carries -0.143; number 19, O, carries 0.036; number 20, C, carries 0.028; number 21, N, carries -0.522; number 22, F, carries 0.049; number 23, C, carries 0.050; number 24, H, carries 0.087; number 25, H, carries 0.124; number 26, O, carries 0.017; number 27, H, carries 0.099; number 28, C, carries -0.477; number 29, O, carries 0.080; number 30, C, carries -0.057; number 31, H, carries 0.082; number 32, Na, carries 0.536; number 33, H, carries 0.094; number 34, O, carries 0.157; number 35, H, carries 0.099; number 36, O, carries 0.247; number 37, H, carries 0.039; number 38, H, carries 0.078; number 39, H, carries 0.119; number 40, H, carries 0.069; number 41, C, carries -0.261; number 42, H, carries 0.087; number 43, C, carries -0.334; number 44, H, carries 0.120; number 45, H, carries 0.075; number 46, C, carries -0.561; number 47, H, carries 0.096; number 48, H, carries 0.080; number 49, O, carries 0.171; number 50, H, carries 0.132; number 51, O, carries 0.013; number 52, O, carries 0.047; number 53, H, carries 0.152; number 54, O, carries 0.047; number 55, C, carries -0.074; number 56, H, carries 0.120; number 57, H, carries 0.071; number 58, C, carries -0.200; number 59, H, carries 0.101; number 60, H, carries 0.088; number 61, C, carries -0.451; number 62, O, carries 0.219; number 63, O, carries 0.159; number 64, O, carries 0.073; number 65, C, carries -0.523; number 66, C, carries -0.216; number 67, H, carries 0.044; number 68, C, carries -0.101; number 69, H, carries 0.028; number 70, F, carries 0.089; number 71, H, carries 0.086; number 72, C, carries -0.056; number 73, C, carries -0.332; number 74, H, carries 0.085; number 75, H, carries 0.083; number 76, H, carries 0.129; number 77, O, carries 0.076; number 78, H, carries 0.052; number 79, C, carries -0.040; number 80, H, carries 0.140; number 81, O, carries 0.127; number 82, H, carries 0.092; number 83, H, carries 0.093; number 84, H, carries 0.079; number 85, H, carries 0.083; number 86, C, carries -0.067; number 87, H, carries 0.103; number 88, H, carries 0.129; number 89, O, carries 0.151; number 90, H, carries 0.091; number 91, O, carries 0.017; number 92, H, carries 0.127; number 93, C, carries -0.481; number 94, H, carries 0.086; number 95, C, carries -0.042; number 96, H, carries 0.072